No. 1
The following is a DFT calculation (ωB97M-V/def2-TZVPD) of a structure of composition C20H46DyOP4 at a distorted geometry.

Results
total charge: +3
E_LUMO (alpha / beta): -9.948 / -9.868 eV
ΔE to the lowest compared entry with this formula, charge and spin: 0.0 kJ/mol
gap between HOMO and LUMO (alpha / beta): 7.41 / 7.50 eV
molecular weight: 588.983 g mol⁻¹
multiplicity: 6

CARTESIAN COORDINATES (ANGSTROEM)
Dy1 -0.3284 0.4355 0.1194
P1 1.9997 -1.3362 1.5766
P2 1.3171 0.1744 -2.0830
P3 -1.2092 -2.1854 0.3607
H1 -1.5065 2.5163 1.9222
C1 -1.6162 1.4576 2.2043
C2 -0.7011 0.8355 3.0448
H2 0.1291 1.3625 3.5172
C3 3.5979 -0.9298 2.4004
C4 2.7082 -2.5705 0.4093
C5 1.4442 -2.5013 2.8906
C6 0.3390 1.1824 -3.2718
C7 2.9903 0.6961 -2.5727
C8 1.2819 -1.4562 -2.9256
C9 -2.1219 -2.5342 1.9160
C10 -0.5541 -3.8477 -0.0425
C11 -2.5693 -2.0862 -0.8588
H3 -2.6227 1.0386 2.0496
H4 -0.8316 -0.1949 3.3905
H5 3.4270 -0.5717 3.4223
H6 4.1586 -0.1717 1.8451
H7 4.2235 -1.8320 2.4655
H8 3.2347 -2.0474 -0.3958
H9 1.9262 -3.2002 -0.0233
H10 3.4246 -3.2052 0.9485
H11 1.1557 -1.9289 3.7792
H12 2.2716 -3.1727 3.1636
H13 0.5873 -3.1040 2.5773
H14 0.8068 1.0768 -4.2593
H15 0.3031 2.2432 -2.9727
H16 -0.6639 0.7482 -3.3577
H17 3.1058 0.5516 -3.6571
H18 3.7350 0.0793 -2.0502
H19 3.1525 1.7564 -2.3424
H20 1.6947 -1.3454 -3.9398
H21 0.2593 -1.8563 -2.9903
H22 1.9045 -2.1689 -2.3675
H23 -3.0671 -3.0224 1.6422
H24 -2.3385 -1.6086 2.4699
H25 -1.5354 -3.2037 2.5615
H26 -1.4148 -4.5259 -0.1508
H27 0.1029 -4.2194 0.7572
H28 -0.0063 -3.8061 -0.9956
H29 -3.2058 -2.9607 -0.6876
H30 -2.1858 -2.1110 -1.8887
H31 -3.1979 -1.1942 -0.7379
C12 -3.4934 1.1525 -1.4975
C13 -3.4949 1.7659 -2.7421
C14 -4.7011 1.8092 -3.4458
C15 -5.8557 1.2364 -2.8931
C16 -5.8391 0.7454 -1.5860
C17 -4.6360 0.6951 -0.8761
O1 -2.1919 1.0669 -0.8813
H32 -1.6958 1.8595 -1.1817
H33 -2.5580 2.1993 -3.1078
H34 -4.6949 2.2604 -4.4442
H35 -6.7827 1.3236 -3.4510
H36 -6.7577 0.3465 -1.1782
H37 -4.5977 0.2957 0.1269
C18 2.7267 2.2084 2.9742
P4 1.9855 2.1954 1.2722
C19 1.3820 3.9357 1.2972
C20 3.5639 2.4865 0.3554
H38 3.5931 1.5412 3.0607
H39 3.0482 3.2337 3.2103
H40 1.9791 1.8960 3.7104
H41 2.0397 4.5607 1.9250
H42 1.3526 4.3402 0.2743
H43 0.3679 3.9586 1.7174
H44 4.2837 3.0263 0.9916
H45 4.0065 1.5294 0.0553
H46 3.3648 3.0758 -0.5488

***

No. 2
The following is a DFT calculation (ωB97M-V/def2-TZVPD) of a structure of composition C20H46IrP4Se at a distorted geometry.

Results
total charge: +4
E_LUMO (alpha / beta): -10.891 / -15.766 eV
ΔE to the lowest compared entry with this formula, charge and spin: 0.0 kJ/mol
gap between HOMO and LUMO (alpha / beta): 7.81 / 4.69 eV
molecular weight: 681.661 g mol⁻¹
multiplicity: 6

CARTESIAN COORDINATES (ANGSTROEM)
Ir1 -0.5142 0.0331 -0.1797
P1 -2.6635 -0.0880 -0.5696
P2 0.1437 -2.3095 -0.5101
P3 -0.0605 2.3962 -0.5229
H1 1.9857 -0.7525 -2.1419
C1 2.2908 0.1676 -1.5344
C2 2.5399 0.1792 -0.2163
H2 2.6808 -0.7507 0.3996
C3 -3.1468 -0.0012 -2.3321
C4 -3.4128 -1.6243 0.0082
C5 -3.4840 1.2927 0.2322
C6 1.8662 -2.9932 -0.5538
C7 -0.5929 -3.4937 0.7079
C8 -0.5176 -2.9008 -2.1352
C9 1.5928 3.2287 -0.5016
C10 -0.9525 3.5425 0.6217
C11 -0.7014 2.8844 -2.1828
H3 1.9180 1.0628 -2.1405
H4 2.4986 1.1065 0.4342
H5 -4.2400 -0.0203 -2.3172
H6 -2.7570 -0.8640 -2.8879
H7 -2.7773 0.9167 -2.8050
H8 -4.4785 -1.4468 -0.1558
H9 -3.2059 -1.7734 1.0725
H10 -3.0824 -2.4829 -0.5895
H11 -4.5418 1.0254 0.1639
H12 -3.2826 2.2175 -0.3238
H13 -3.1643 1.3712 1.2798
H14 1.8242 -4.0676 -0.7944
H15 2.3531 -2.8919 0.4234
H16 2.4906 -2.5033 -1.3046
H17 -0.3730 -4.5249 0.3954
H18 -1.6789 -3.3729 0.7672
H19 -0.1632 -3.3417 1.7043
H20 -0.0812 -3.8828 -2.3777
H21 -0.2449 -2.1808 -2.9274
H22 -1.6115 -2.9965 -2.1019
H23 1.4690 4.2713 -0.8350
H24 2.3136 2.7389 -1.1592
H25 2.0005 3.2433 0.5182
H26 -1.1966 4.4697 0.0859
H27 -0.3153 3.7865 1.4800
H28 -1.8803 3.0993 0.9912
H29 -0.3335 3.8931 -2.4331
H30 -1.8009 2.8897 -2.1786
H31 -0.3424 2.1634 -2.9411
C12 1.3249 0.1139 -5.7421
C13 2.6579 -0.1203 -5.2832
C14 3.7314 -0.0730 -6.1619
C15 3.5150 0.2042 -7.5132
C16 2.2165 0.4330 -8.0122
C17 1.1349 0.3811 -7.1225
Se1 -0.0901 0.0490 -4.5955
H32 -0.9322 -0.4017 -1.5876
H33 2.7963 -0.3329 -4.2222
H34 4.7555 -0.2632 -5.7547
H35 4.3600 0.2399 -8.2009
H36 2.0279 0.6432 -9.0785
H37 0.1203 0.5531 -7.4818
C18 0.1856 1.5156 2.9660
P4 -0.0494 -0.0767 2.1014
C19 1.3391 -1.0606 2.7721
C20 -1.5088 -0.7939 2.9324
H38 1.0143 2.0788 2.5167
H39 0.4200 1.3194 4.0225
H40 -0.7304 2.1134 2.9097
H41 1.2549 -1.0916 3.8674
H42 1.3538 -2.0959 2.4088
H43 2.2963 -0.5857 2.5296
H44 -1.3580 -0.7338 4.0211
H45 -2.4155 -0.2328 2.6716
H46 -1.6397 -1.8481 2.6575

***

No. 3
The following is a DFT calculation (ωB97M-V/def2-TZVPD) of a cluster of 8 separate species, C20H47N3O13S4 in total at a distorted geometry.

Results
total charge: 0
E_LUMO: -0.265 eV
ΔE to the lowest compared entry with this formula, charge and spin: 170.3 kJ/mol
gap between HOMO and LUMO: 10.13 eV
molecular weight: 665.872 g mol⁻¹
multiplicity: 1

CARTESIAN COORDINATES (ANGSTROEM)
C1 -6.3852 -21.1295 -6.9901
C2 -5.1463 -20.2665 -6.7549
O1 -5.6241 -19.1960 -5.9140
S1 -4.4840 -18.2904 -5.1650
C3 -4.1981 -17.0442 -6.4465
O2 -5.2031 -17.6919 -4.0679
O3 -3.3478 -19.1633 -4.8928
H1 -6.1655 -22.1085 -7.4130
H2 -7.2379 -20.6302 -7.4432
H3 -6.7633 -21.3723 -5.9879
H4 -4.3486 -20.8714 -6.3364
H5 -4.8654 -19.8021 -7.7044
H6 -3.8620 -17.4889 -7.3797
H7 -3.4305 -16.3531 -6.0994
H8 -5.1170 -16.4789 -6.5778
C4 3.0316 -20.0135 0.8025
C5 2.7529 -18.6049 0.3161
O4 2.3611 -17.8551 1.4792
S2 1.1929 -16.7480 1.2428
C6 2.1494 -15.5313 0.3040
O5 0.1104 -17.3714 0.5213
O6 0.8734 -16.0647 2.4725
H9 2.1546 -20.5171 1.2207
H10 3.8532 -20.0710 1.5133
H11 3.1860 -20.7511 0.0049
H12 3.6791 -18.1414 -0.0287
H13 1.9598 -18.7063 -0.4255
H14 2.8395 -15.0815 1.0145
H15 1.4306 -14.7920 -0.0371
H16 2.7365 -16.0062 -0.4767
C7 -6.9460 -24.5322 -3.4563
C8 -6.0662 -23.8147 -2.4738
O7 -6.5409 -22.4795 -2.2273
S3 -5.9152 -21.7077 -0.9494
C9 -5.4314 -20.2133 -1.8217
O8 -7.0148 -21.4720 -0.0714
O9 -4.7305 -22.4050 -0.4777
H17 -7.8626 -24.9637 -3.0450
H18 -6.3773 -25.4064 -3.7816
H19 -7.3111 -23.9426 -4.2969
H20 -6.0197 -24.3557 -1.5224
H21 -5.0038 -23.8695 -2.7282
H22 -5.4787 -19.3371 -1.1765
H23 -6.1541 -20.1206 -2.6307
H24 -4.4500 -20.1944 -2.2933
C10 -1.4636 -13.8089 1.0962
C11 -1.9623 -13.7530 2.5314
O10 -3.1088 -12.8648 2.5857
S4 -3.9222 -12.7884 3.9918
C12 -2.6017 -12.2154 5.1280
O11 -4.9211 -11.7529 3.8767
O12 -4.2870 -14.1349 4.3741
H25 -2.1261 -14.3735 0.4452
H26 -0.4874 -14.2860 1.1906
H27 -1.3219 -12.8483 0.5976
H28 -2.3525 -14.7363 2.7924
H29 -1.1983 -13.3389 3.1853
H30 -2.0631 -11.3700 4.7087
H31 -1.8684 -12.9961 5.3167
H32 -3.1426 -12.0044 6.0471
C13 0.6970 -13.9295 -4.3813
C14 0.3654 -14.8685 -3.2869
N1 0.1410 -15.5195 -2.3667
H33 -0.2948 -13.5250 -4.6087
H34 1.1468 -14.4753 -5.2000
H35 1.2427 -13.0922 -3.9565
C15 -6.7970 -16.4819 2.3331
C16 -7.9414 -15.9286 1.6186
N2 -8.8678 -15.5208 1.0804
H36 -6.7400 -17.5379 2.0694
H37 -6.9509 -16.4039 3.4100
H38 -5.8519 -15.9848 2.1329
C17 -2.6561 -17.5382 -1.3884
C18 -3.4440 -16.7709 -0.4173
N3 -4.0698 -16.2054 0.3614
H39 -3.2306 -18.0415 -2.1577
H40 -2.0642 -18.2637 -0.8261
H41 -1.8778 -16.8940 -1.7961
C19 -1.2569 -21.3609 -0.8845
C20 -0.1783 -20.8375 -1.8138
O13 1.0082 -21.6367 -1.6943
H42 -1.6748 -22.2889 -1.2823
H43 -2.0555 -20.6205 -0.8470
H44 -0.8997 -21.6101 0.1127
H45 0.0997 -19.8362 -1.4558
H46 -0.5530 -20.7646 -2.8372
H47 1.6087 -21.3240 -2.3785

***

No. 4
The following is a DFT calculation (ωB97M-V/def2-TZVPD) of a structure of composition C20H47PTa at a distorted geometry.

Results
total charge: -1
E_LUMO: 2.703 eV
gap between HOMO and LUMO: 6.95 eV
molecular weight: 499.518 g mol⁻¹
multiplicity: 1

CARTESIAN COORDINATES (ANGSTROEM)
C1 1.1691 -3.5333 0.8438
C2 -0.3878 -3.9431 0.4154
C3 -1.4855 -3.6899 1.6058
C4 -3.0130 -3.3858 1.0926
C5 -3.3000 -1.7481 0.9085
C6 -2.5285 -1.3274 -0.4860
C7 -2.8165 0.2041 -0.9934
C8 -2.6248 0.2477 -2.6285
C9 -1.4085 -0.6934 -3.1998
C10 0.0552 -0.4344 -2.5053
C11 0.9768 0.6957 -3.2548
C12 2.5322 0.1451 -3.5064
C13 3.6723 1.0965 -2.7937
C14 3.7138 1.0031 -1.1562
C15 4.1400 2.4517 -0.4423
C16 3.4354 2.5288 1.0724
Ta1 1.2662 3.2663 0.7342
P1 0.3455 2.0296 2.8233
C17 -0.0479 0.1783 2.4233
C18 0.3404 -0.8207 3.6864
C19 -1.3490 2.8369 3.2237
C20 -2.5011 2.5968 2.0787
H1 1.5546 -4.3315 1.6435
H2 1.2655 -2.4404 1.2510
H3 1.8474 -3.6834 -0.1106
H4 -0.6358 -3.4389 -0.6107
H5 -0.3646 -5.1169 0.2182
H6 -1.1324 -2.8566 2.3761
H7 -1.5425 -4.7050 2.2304
H8 -3.8583 -3.9152 1.7180
H9 -3.0906 -3.8281 -0.0099
H10 -4.4755 -1.5492 0.8589
H11 -2.9024 -1.2054 1.8678
H12 -2.9235 -2.0829 -1.3143
H13 -1.3807 -1.4178 -0.2753
H14 -3.9271 0.5171 -0.6897
H15 -2.1181 1.0233 -0.5272
H16 -3.6358 -0.1849 -3.0920
H17 -2.5573 1.3588 -3.0116
H18 -1.3353 -0.4908 -4.3742
H19 -1.6522 -1.8520 -3.0869
H20 0.0211 -0.1544 -1.3674
H21 0.6472 -1.4651 -2.5771
H22 1.0054 1.6791 -2.5909
H23 0.4709 0.9093 -4.2987
H24 2.6743 -0.9804 -3.2173
H25 2.7257 0.2271 -4.6788
H26 3.5374 2.1872 -3.2118
H27 4.7339 0.7258 -3.1871
H28 2.6947 0.6156 -0.7182
H29 4.5514 0.2315 -0.8340
H30 5.3245 2.5737 -0.3839
H31 3.7637 3.3293 -1.1400
H32 4.0657 3.3159 1.6932
H33 3.5272 1.5070 1.6439
H34 0.8731 1.8497 -0.3841
H35 -0.4300 4.0427 0.5040
H36 1.6626 4.7431 1.8311
H37 1.8339 4.3113 -0.7240
H38 -1.2171 0.1093 2.2972
H39 0.4154 -0.1804 1.3960
H40 -0.6647 -1.2138 4.1830
H41 0.9436 -1.7692 3.3591
H42 0.9569 -0.2319 4.4944
H43 -1.8121 2.4853 4.2588
H44 -1.1576 3.9966 3.2883
H45 -3.3512 3.3900 2.2559
H46 -2.1036 2.7304 0.9826
H47 -3.0119 1.5309 2.1225